Entry 1:
The following is a DFT calculation (the ωB97M-V functional and the def2-TZVPD basis) of a molecular structure, C42H32BrCl3CrN8O8SSe.

Cartesian coordinates (Å):
1 Cr 2.280 0.398 1.185
2 C 2.578 -3.777 0.128
3 C 2.907 -2.511 0.872
4 O 2.260 -1.505 0.563
5 C 3.939 -2.480 1.887
6 C 4.821 -3.565 2.051
7 C 5.801 -3.555 3.009
8 C 5.903 -2.441 3.860
9 C 5.049 -1.377 3.743
10 C 4.039 -1.355 2.748
11 O 3.240 -0.339 2.694
12 H 1.656 -3.612 -0.426
13 H 2.465 -4.620 0.809
14 H 3.383 -4.018 -0.570
15 H 4.727 -4.419 1.392
16 H 6.481 -4.390 3.112
17 H 6.670 -2.424 4.625
18 H 5.120 -0.514 4.392
19 N 0.894 -0.487 4.248
20 C 0.061 -0.099 3.239
21 O 0.510 0.086 2.078
22 C -1.324 0.042 3.521
23 C -2.218 0.446 2.513
24 N -2.973 0.789 1.708
25 C -1.808 -0.194 4.826
26 N -2.183 -0.423 5.896
27 H 1.871 -0.283 4.089
28 H 0.547 -0.391 5.189
29 Br -0.211 7.685 0.118
30 C -0.248 5.826 0.540
31 C -1.366 5.083 0.192
32 C -1.386 3.731 0.500
33 C -0.294 3.134 1.118
34 C 0.807 3.901 1.475
35 C 0.829 5.263 1.196
36 C 1.977 3.299 2.222
37 O 2.537 3.942 3.094
38 O 2.367 2.144 1.803
39 H -2.205 5.558 -0.298
40 H -2.258 3.128 0.274
41 H -0.310 2.074 1.330
42 H 1.678 5.859 1.498
43 C 0.674 2.127 -2.291
44 C 1.780 1.891 -1.280
45 O 2.825 2.520 -1.314
46 O 1.486 0.933 -0.450
47 H 0.937 2.940 -2.964
48 H -0.247 2.361 -1.755
49 H 0.509 1.205 -2.853
50 Cl -7.502 -2.299 2.945
51 C -6.748 -1.988 1.407
52 C -5.714 -1.073 1.318
53 C -5.137 -0.840 0.082
54 C -5.563 -1.505 -1.061
55 C -4.861 -1.239 -2.368
56 C -3.672 -2.192 -2.542
57 N -2.655 -2.067 -1.523
58 C -2.572 -2.769 -0.340
59 C -1.412 -2.359 0.252
60 N -0.770 -1.439 -0.539
61 C -1.540 -1.286 -1.580
62 O -4.469 0.123 -2.386
63 C -4.603 0.778 -3.633
64 C -3.450 0.518 -4.559
65 C -3.480 -0.269 -5.669
66 Cl -4.827 -1.156 -6.273
67 S -1.962 -0.375 -6.463
68 C -1.249 0.665 -5.301
69 C -2.143 1.059 -4.360
70 C -6.593 -2.426 -0.925
71 Cl -7.159 -3.343 -2.307
72 C -7.201 -2.677 0.295
73 H -5.344 -0.550 2.190
74 H -4.326 -0.129 0.023
75 H -5.547 -1.442 -3.198
76 H -3.211 -2.041 -3.518
77 H -4.060 -3.212 -2.516
78 H -3.347 -3.449 -0.031
79 H -1.014 -2.652 1.210
80 H -1.348 -0.641 -2.425
81 H -4.647 1.843 -3.403
82 H -5.545 0.497 -4.114
83 H -0.207 0.933 -5.377
84 H -1.891 1.709 -3.533
85 H -8.004 -3.396 0.372
86 Se 6.693 2.800 2.030
87 N 7.266 2.466 0.380
88 C 6.354 1.685 -0.161
89 C 6.418 1.153 -1.484
90 C 5.406 0.351 -1.879
91 C 4.304 0.095 -1.000
92 N 4.194 0.555 0.207
93 C 5.224 1.342 0.673
94 N 5.233 1.823 1.893
95 H 7.257 1.404 -2.118
96 H 5.378 -0.087 -2.866
97 H 3.465 -0.488 -1.365

Results
E_LUMO (spin up / spin down): 0.743 / 0.728 eV
charge: -1
ΔE to the lowest compared entry with this formula, charge and spin: 10.03 kcal per mole
frontier orbital gap (spin up / spin down): 0.220 / 0.218 Ha
multiplicity: 2

Let us look at the Löwdin charges, expressed in e, one per atom: number 1, Cr, carries 0.903; number 2, C, carries 0.010; number 3, C, carries -0.329; number 4, O, carries -0.031; number 5, C, carries -0.089; number 6, C, carries -0.043; number 7, C, carries -0.103; number 8, C, carries -0.082; number 9, C, carries 0.000; number 10, C, carries -0.313; number 11, O, carries -0.163; number 12, H, carries 0.085; number 13, H, carries 0.090; number 14, H, carries 0.093; number 15, H, carries 0.104; number 16, H, carries 0.093; number 17, H, carries 0.102; number 18, H, carries 0.119; number 19, N, carries 0.191; number 20, C, carries -0.464; number 21, O, carries -0.085; number 22, C, carries -0.200; number 23, C, carries -0.200; number 24, N, carries 0.170; number 25, C, carries -0.261; number 26, N, carries 0.107; number 27, H, carries 0.083; number 28, H, carries 0.092; number 29, Br, carries 0.682; number 30, C, carries -0.677; number 31, C, carries -0.138; number 32, C, carries -0.072; number 33, C, carries -0.011; number 34, C, carries -0.102; number 35, C, carries -0.065; number 36, C, carries -0.542; number 37, O, carries 0.063; number 38, O, carries -0.111; number 39, H, carries 0.092; number 40, H, carries 0.094; number 41, H, carries 0.093; number 42, H, carries 0.113; number 43, C, carries 0.010; number 44, C, carries -0.644; number 45, O, carries 0.055; number 46, O, carries -0.151; number 47, H, carries 0.083; number 48, H, carries 0.070; number 49, H, carries 0.065; number 50, Cl, carries 0.658; number 51, C, carries -0.659; number 52, C, carries -0.079; number 53, C, carries -0.019; number 54, C, carries -0.189; number 55, C, carries -0.293; number 56, C, carries -0.063; number 57, N, carries -0.065; number 58, C, carries -0.073; number 59, C, carries -0.143; number 60, N, carries 0.096; number 61, C, carries -0.148; number 62, O, carries -0.084; number 63, C, carries -0.150; number 64, C, carries -0.319; number 65, C, carries -0.987; number 66, Cl, carries 0.653; number 67, S, carries 0.990; number 68, C, carries -0.408; number 69, C, carries -0.146; number 70, C, carries -0.579; number 71, Cl, carries 0.684; number 72, C, carries -0.142; number 73, H, carries 0.102; number 74, H, carries 0.086; number 75, H, carries 0.108; number 76, H, carries 0.123; number 77, H, carries 0.130; number 78, H, carries 0.117; number 79, H, carries 0.101; number 80, H, carries 0.110; number 81, H, carries 0.138; number 82, H, carries 0.113; number 83, H, carries 0.069; number 84, H, carries 0.112; number 85, H, carries 0.099; number 86, Se, carries 1.156; number 87, N, carries -0.237; number 88, C, carries -0.389; number 89, C, carries 0.008; number 90, C, carries -0.022; number 91, C, carries -0.089; number 92, N, carries 0.081; number 93, C, carries -0.404; number 94, N, carries -0.182; number 95, H, carries 0.117; number 96, H, carries 0.108; number 97, H, carries 0.129

=====

Entry 2:
The following is a DFT calculation (the ωB97M-V functional and the def2-TZVPD basis) of a molecular structure, C42H32Cl5GdP2.

Cartesian coordinates (Å):
1 C 2.277 1.854 -0.166
2 C 1.589 1.309 0.936
3 C 2.340 0.715 1.969
4 C 3.732 0.713 1.922
5 C 4.404 1.290 0.843
6 C 3.669 1.837 -0.211
7 P -0.256 1.219 0.931
8 C -0.610 1.196 2.742
9 C -1.083 0.005 3.333
10 C -1.356 -0.032 4.699
11 C -1.130 1.091 5.498
12 C -0.655 2.265 4.913
13 C -0.405 2.329 3.537
14 Gd -2.024 -0.712 -0.413
15 P 0.489 -1.235 -1.325
16 C 1.886 -1.880 -0.378
17 C 3.208 -1.688 -0.797
18 C 4.254 -2.225 -0.042
19 C 3.994 -2.919 1.140
20 C 2.678 -3.063 1.592
21 C 1.623 -2.544 0.843
22 C -0.342 -2.710 -2.077
23 C -1.574 -2.503 -2.751
24 C -2.273 -3.618 -3.228
25 C -1.760 -4.901 -3.066
26 C -0.551 -5.092 -2.395
27 C 0.160 -4.006 -1.890
28 C 0.998 -0.251 -2.773
29 C 0.457 1.036 -2.994
30 C 0.811 1.742 -4.144
31 C 1.663 1.165 -5.090
32 C 2.145 -0.131 -4.898
33 C 1.804 -0.852 -3.749
34 C -0.728 2.908 0.348
35 C 0.089 4.039 0.503
36 C -0.356 5.295 0.069
37 C -1.618 5.443 -0.508
38 C -2.431 4.321 -0.673
39 C -1.984 3.060 -0.283
40 H -1.969 -1.484 -2.950
41 H -3.236 -3.467 -3.716
42 H -2.303 -5.762 -3.462
43 H -0.155 -6.096 -2.256
44 H 1.088 -4.149 -1.334
45 H 3.414 -1.114 -1.700
46 H 5.282 -2.067 -0.376
47 H 4.822 -3.329 1.726
48 H 2.472 -3.573 2.534
49 H 0.595 -2.642 1.206
50 H -0.241 1.483 -2.272
51 H 0.412 2.746 -4.302
52 H 1.940 1.723 -5.988
53 H 2.790 -0.601 -5.642
54 H 2.148 -1.879 -3.607
55 H 1.080 3.948 0.949
56 H 0.302 6.157 0.188
57 H -1.962 6.431 -0.832
58 H -3.425 4.421 -1.114
59 H -2.638 2.193 -0.463
60 H -1.241 -0.896 2.727
61 H -1.752 -0.947 5.142
62 H -1.332 1.055 6.574
63 H -0.483 3.152 5.521
64 H -0.048 3.253 3.081
65 H 1.832 0.252 2.817
66 H 4.293 0.222 2.718
67 H 5.494 1.271 0.794
68 H 4.187 2.237 -1.085
69 H 1.723 2.291 -1.001
70 H 7.260 1.704 -0.542
71 H 7.034 2.166 -1.092
72 Cl -3.928 1.604 2.007
73 C -4.680 0.082 1.677
74 C -3.940 -0.859 0.968
75 C -4.516 -2.096 0.696
76 Cl -3.423 -3.249 -0.108
77 C -5.853 -2.384 1.008
78 Cl -6.549 -3.854 0.501
79 C -6.605 -1.424 1.730
80 Cl -8.197 -1.757 2.208
81 C -5.997 -0.191 2.083
82 Cl -6.833 0.957 3.020

Results
E_LUMO (spin up / spin down): -6.611 / -8.224 eV
charge: +2
frontier orbital gap (spin up / spin down): 0.262 / 0.203 Ha
multiplicity: 8

Let us look at the Löwdin charges, expressed in e, one per atom: number 1, C, carries -0.114; number 2, C, carries -0.359; number 3, C, carries -0.077; number 4, C, carries -0.059; number 5, C, carries -0.067; number 6, C, carries -0.063; number 7, P, carries 0.990; number 8, C, carries -0.412; number 9, C, carries -0.139; number 10, C, carries -0.067; number 11, C, carries -0.049; number 12, C, carries -0.045; number 13, C, carries -0.067; number 14, Gd, carries 1.358; number 15, P, carries 0.926; number 16, C, carries -0.387; number 17, C, carries -0.074; number 18, C, carries -0.055; number 19, C, carries -0.052; number 20, C, carries -0.060; number 21, C, carries -0.110; number 22, C, carries -0.397; number 23, C, carries -0.212; number 24, C, carries -0.092; number 25, C, carries -0.046; number 26, C, carries -0.033; number 27, C, carries -0.057; number 28, C, carries -0.365; number 29, C, carries -0.115; number 30, C, carries -0.058; number 31, C, carries -0.043; number 32, C, carries -0.042; number 33, C, carries -0.081; number 34, C, carries -0.373; number 35, C, carries -0.084; number 36, C, carries -0.042; number 37, C, carries -0.047; number 38, C, carries -0.065; number 39, C, carries -0.166; number 40, H, carries 0.091; number 41, H, carries 0.125; number 42, H, carries 0.127; number 43, H, carries 0.125; number 44, H, carries 0.114; number 45, H, carries 0.103; number 46, H, carries 0.122; number 47, H, carries 0.122; number 48, H, carries 0.119; number 49, H, carries 0.102; number 50, H, carries 0.078; number 51, H, carries 0.120; number 52, H, carries 0.123; number 53, H, carries 0.121; number 54, H, carries 0.119; number 55, H, carries 0.113; number 56, H, carries 0.121; number 57, H, carries 0.124; number 58, H, carries 0.119; number 59, H, carries 0.044; number 60, H, carries 0.080; number 61, H, carries 0.117; number 62, H, carries 0.122; number 63, H, carries 0.118; number 64, H, carries 0.107; number 65, H, carries 0.111; number 66, H, carries 0.120; number 67, H, carries 0.074; number 68, H, carries 0.109; number 69, H, carries 0.095; number 70, H, carries 0.027; number 71, H, carries 0.037; number 72, Cl, carries 0.766; number 73, C, carries -0.693; number 74, C, carries -0.379; number 75, C, carries -0.673; number 76, Cl, carries 0.704; number 77, C, carries -0.694; number 78, Cl, carries 0.756; number 79, C, carries -0.682; number 80, Cl, carries 0.778; number 81, C, carries -0.691; number 82, Cl, carries 0.760

=====

charge of number 1 (C42H32BrCl3CrN8O8SSe)? -1